Entry 1:
C9H18AuBF4N6O2 | wB97M-V/def2-TZVPD

XYZ file:
```
41
Properties=species:S:1:pos:R:3:nbo_charge:R:1
C 3.8745 -1.5467 0.0451 -0.011
C 0.4490 5.0510 0.5996 0.672
H -3.4551 3.8328 -0.5595 0.222
C -1.7939 2.9792 -1.6540 -0.426
H -1.1883 0.5650 -0.7155 0.433
H -2.1653 5.7789 -1.2041 0.216
N 0.0369 5.1303 1.8783 -0.785
H -0.6767 0.5246 -2.2909 0.412
B -1.0127 -0.3419 2.3516 1.357
F -1.1702 -1.5413 3.0177 -0.554
H -0.0744 2.6348 -0.3879 0.200
C -2.3694 3.7618 -0.4662 -0.411
H 0.0981 4.8294 -1.3379 0.462
H 4.1751 -1.5606 -0.9882 0.230
H -1.7473 3.6214 -2.5378 0.224
N 2.6825 -1.0643 0.3835 -0.345
F -1.8399 0.6617 2.8259 -0.560
H 5.5187 -2.4448 1.2415 0.240
H 3.7591 -1.9193 3.2863 0.233
H -2.4902 2.1746 -1.9003 0.222
H 2.3581 4.5163 1.0824 0.403
F -1.2222 -0.5196 0.9567 -0.595
O 0.9409 4.0699 -2.3362 -0.807
N 2.5769 -1.1823 1.7132 -0.312
Au 1.2128 -0.1037 -0.6398 0.575
H 1.9646 4.5388 -0.6152 0.455
C 0.6664 2.8198 -2.4005 0.774
N -0.3589 5.1882 -0.4249 -0.598
F 0.3690 0.0838 2.5047 -0.593
N 1.7435 4.8066 0.3437 -0.793
C -0.4064 2.3506 -1.3882 -0.173
H 0.7115 5.1820 2.6198 0.410
H -2.1715 3.2157 0.4616 0.217
C 4.5456 -1.9920 1.1854 -0.345
O 1.1191 1.9951 -3.1805 -0.668
H -0.8953 5.4369 2.0866 0.413
C 3.6767 -1.7377 2.2288 -0.011
H -2.1721 5.6808 0.5379 0.188
C -1.8117 5.1804 -0.3636 -0.215
H 1.7272 -0.8212 2.1698 0.475
N -0.4615 0.8780 -1.3616 -0.829
```

## Properties
ΔE to the lowest compared entry with this formula, charge and spin = 5.7 kcal per mole
LUMO energy = 0.06 eV
E_HOMO = -0.33834 hartree
Charge = 0

Entry 2:
C2H5F2NS | wB97M-V/def2-TZVPD

XYZ file:
```
11
Properties=species:S:1:pos:R:3:nbo_charge:R:1
F 0.7031 -1.4032 0.9866 -0.335
N -0.0344 -0.9565 -1.0876 -0.849
H 0.0548 -0.1890 -1.8210 0.375
S -1.6606 0.1367 0.9678 0.002
H 0.1360 -1.8031 -1.5009 0.391
H -0.2141 1.4025 -0.4802 0.214
C 0.6729 -0.4707 0.0052 0.796
H -2.1854 1.2566 1.3933 0.109
F 2.0448 -0.1937 -0.1770 -0.374
H 0.5399 1.3626 1.2317 0.240
C -0.0570 0.8579 0.4821 -0.568
```

## Properties
ΔE to the lowest compared entry with this formula, charge and spin = 0.0 kcal per mole
LUMO energy = 0.81 eV
E_HOMO = -0.33532 hartree
SMILES string = NC(F)(F)CS
Charge = 0

Entry 3:
C5H31O14 | wB97M-V/def2-TZVPD

XYZ file:
```
50
Properties=species:S:1:pos:R:3:nbo_charge:R:1
H 4.3436 -0.3958 0.0304 0.472
H -1.6679 -1.5787 -4.1735 0.471
O 0.8726 0.5311 4.9164 -0.962
H 0.7564 0.5280 3.9481 0.489
H 3.2339 1.9915 -1.3408 0.497
O 2.0962 -1.2007 2.6457 -0.980
H 2.2893 3.1007 2.4683 0.479
H 2.5686 0.3532 2.0680 0.494
H -3.6742 1.6509 0.4064 0.498
O -2.4778 0.6036 1.5581 -0.771
O -0.3077 0.2481 2.0231 -0.824
H 1.0759 -1.1712 2.6449 0.517
C -0.8041 -1.0150 -1.2075 -0.429
O -1.0240 2.2329 -4.2774 -0.946
C -0.0477 0.3624 -0.8751 -0.404
O -4.4071 1.3353 -0.1552 -0.970
H 0.7575 0.0898 -0.1879 0.221
H -0.5391 2.3092 -0.1031 0.220
O -3.5986 -1.7482 -1.1034 -0.937
H -1.5460 2.9558 -3.9066 0.468
H 2.5543 2.3082 3.5589 0.480
O 2.2588 3.2213 3.4332 -0.968
H -3.9538 -1.6885 -0.2033 0.475
H -4.4300 0.4030 0.0743 0.460
H -1.3530 1.4433 -3.8323 0.479
O 4.0657 -1.1919 0.5120 -0.959
O 3.0531 1.6997 -2.2365 -0.996
H -1.8824 1.5076 -0.5226 0.208
C -1.0716 -1.8615 0.0410 -0.093
H -0.2663 -1.5865 -2.0193 0.192
H 0.0480 0.9781 5.1365 0.467
C -1.2468 0.7487 1.3611 0.808
H -4.1500 -2.4763 -1.4300 0.469
H 2.2165 1.3323 -2.5192 0.501
H -1.6852 -2.7673 -0.2396 0.166
H 3.3264 -1.3983 -1.7598 0.480
H 3.1310 -1.1515 0.7666 0.488
H 2.3294 -1.9029 -0.7399 0.466
H 0.1687 0.7707 -1.8403 0.192
O 2.0588 1.1926 1.8739 -1.072
O 0.0967 -2.6907 0.3603 -0.760
H 0.6422 -2.8109 -0.4412 0.467
H -1.6581 -1.2822 0.7153 0.224
O -2.4802 -1.0693 -4.2325 -0.951
H -2.7673 -0.9434 -3.3209 0.484
H 2.1094 -1.5347 3.5565 0.485
O 2.5855 -1.9979 -1.6570 -0.950
C -0.9314 1.3144 -0.0370 -0.544
H 1.0931 0.9339 1.9346 0.496
H -1.7614 -0.6831 -1.6716 0.205
```

## Properties
ΔE to the lowest compared entry with this formula, charge and spin = 98.7 kcal per mole
LUMO energy = 2.37 eV
E_HOMO = -0.23688 hartree
Charge = -1

Entry 4:
C2H7O2 | wB97M-V/def2-TZVPD

XYZ file:
```
11
Properties=species:S:1:pos:R:3:nbo_charge:R:1
H -1.3559 -0.4339 -0.0903 0.201
O 1.0090 0.3100 -0.7089 -0.940
O 1.3521 -2.1910 -0.3901 -1.040
C -1.2473 0.5991 0.2285 -0.653
C 0.3094 0.8703 0.3196 -0.034
H -1.8172 0.6905 1.1683 0.163
H 1.3881 -2.2237 -1.3607 0.441
H 0.5937 0.3967 1.2908 0.081
H -1.7761 1.2829 -0.4703 0.173
H 0.9217 -1.2367 -0.3417 0.499
H 0.6224 1.9358 0.3548 0.108
```

## Properties
ΔE to the lowest compared entry with this formula, charge and spin = 10.1 kcal per mole
LUMO energy = 4.72 eV
E_HOMO = -0.10297 hartree
Charge = -1

Entry 5:
C27H44BrN3OP2Pt | wB97M-V/def2-TZVPD

XYZ file:
```
79
Properties=species:S:1:pos:R:3:mulliken_spin:R:1
H -4.4971 0.8028 2.4243 0.000
C 0.4185 2.0546 -1.4716 0.034
H -4.1194 1.3324 0.7557 0.000
C -0.5667 7.1657 -6.1305 0.047
H 2.6234 0.2287 0.4070 0.000
C 2.9527 -0.0084 -0.6185 0.000
C -2.9044 -1.6090 -5.9943 0.020
C -1.6170 2.1862 -3.4014 0.056
C 4.4379 -0.3854 -0.6041 0.000
C -0.5888 -3.3252 -3.6936 0.082
C -0.7260 5.7984 -6.4236 0.014
H -0.2165 -3.1405 -2.6727 0.016
C -0.5059 1.0260 -1.6487 0.111
P 1.7490 -1.2476 -1.2364 -0.008
C -1.6240 0.9248 1.5304 -0.005
H -3.3001 -0.6879 -6.4373 0.001
C 1.8422 -1.2486 -3.0697 0.028
C -0.7447 8.1073 -7.1551 -0.019
Br -0.5266 -2.7900 0.6095 0.025
H 4.6506 -1.1927 0.1077 0.000
C 0.4290 3.0968 -2.3896 0.026
H 5.0073 0.4980 -0.2848 0.000
C -0.5547 3.1085 -3.3910 0.125
H -2.9267 -1.6773 -1.7210 0.032
H 3.7179 -4.5205 -1.0510 0.000
H 1.1124 1.9979 -0.6411 0.005
H -1.6861 -0.7905 -4.3641 0.037
H -4.5093 -3.5771 -0.7240 0.002
H -2.4036 0.4098 -2.4452 0.017
C -0.3125 -4.7569 -4.1587 0.024
H 0.3723 0.4642 1.5993 0.000
H -2.2931 2.2293 2.9205 0.000
H 2.9351 0.6084 -3.5270 -0.001
C -3.9830 1.5602 1.8184 0.001
H 1.8860 -2.3057 -3.3671 -0.007
N -1.0560 7.7429 -8.3989 0.042
H -0.9389 -5.0156 -5.0218 -0.002
H -0.1357 -2.5961 -4.3827 0.000
O -1.9341 0.1827 0.5357 0.016
C 2.9570 -0.4668 -3.7649 0.001
H 4.8183 -0.6762 -1.5922 0.000
H -4.2963 -4.3828 -2.2952 -0.001
H 3.9602 -0.8643 -3.5490 0.000
H 1.6172 -3.4775 -0.3793 0.000
H 1.1966 3.8720 -2.3675 -0.003
N -2.5809 1.6189 2.1666 0.001
C 2.4688 -2.8243 -0.6275 0.003
C -0.4954 4.0270 -4.4513 0.081
C -2.6014 -1.3856 -4.5043 0.064
C -1.2106 6.4543 -8.7022 -0.019
H -0.3155 7.4983 -5.1253 0.001
H -3.6481 -2.4066 -6.1238 -0.004
H -0.6287 9.1765 -6.9465 0.000
H -4.4261 2.5348 2.0428 0.000
H 0.8682 -0.8634 -3.4136 -0.008
C -1.0511 5.4422 -7.7435 0.046
N -0.3449 1.0913 1.9487 0.002
P -2.3860 -3.0009 -3.6597 0.614
H -0.5213 -5.4814 -3.3633 -0.001
H 0.7367 -4.8641 -4.4536 0.003
C -2.9096 -2.7544 -1.9355 0.081
C -4.2774 -3.4170 -1.7781 0.022
H 4.3961 -3.0056 -1.6580 0.000
C 3.4596 -3.5629 -1.5250 0.000
H 2.9443 -2.5932 0.3378 0.000
H -3.4347 -0.8596 -4.0098 -0.009
H -1.1871 4.4010 -8.0275 0.001
H -5.0582 -2.7896 -2.2130 -0.002
H -1.4692 6.1975 -9.7351 0.000
Pt -0.3205 -0.6722 -0.6210 0.122
C -1.6077 1.1452 -2.4929 0.067
H 2.8049 0.9069 -1.2058 -0.001
H -2.1615 -3.2082 -1.2666 0.002
C -0.5885 4.7936 -5.3962 0.224
H -1.9985 -1.8928 -6.5445 -0.001
H 2.8046 -0.5621 -4.8513 0.000
H -2.4041 2.2764 -4.1523 -0.002
H 3.0471 -3.7966 -2.5136 0.000
H -0.1643 1.6271 2.7899 0.000
```

## Properties
ΔE to the lowest compared entry with this formula, charge and spin = 0.0 kcal per mole
2S+1 = 3
LUMO energy (alpha / beta) = -5.26 / -8.75 eV
E_HOMO (alpha / beta) = -0.50401 / -0.50396 hartree
Charge = +2

Entry 6:
C25H14Cl4N5O4RuS | wB97M-V/def2-TZVPD

XYZ file:
```
54
Properties=species:S:1:pos:R:3:nbo_charge:R:1
Cl -0.6909 5.2379 1.9453 -0.044
H -4.9524 1.9776 1.2301 0.204
C -2.6147 -0.5009 -0.5640 0.089
H 0.7631 -1.8673 2.0787 0.263
C 1.7164 -1.0681 3.8407 -0.242
H -4.3959 -1.3847 -1.4071 0.199
N 0.2720 0.1124 2.3559 -0.454
C -4.3210 1.2486 0.7431 -0.361
H 3.8607 -3.1064 0.0771 0.233
C 0.4241 1.2025 3.1121 0.092
N 0.4893 -1.9922 -1.5773 -0.514
O 1.3100 -3.2294 -3.6430 -0.729
C -1.6727 -1.3039 -1.2092 -0.003
C 3.7442 -3.4760 -0.9338 -0.154
O -0.2157 2.6923 0.6374 -0.758
H 1.3036 2.1350 4.8279 0.218
C -4.8580 0.2437 -0.0995 -0.204
H 2.5172 0.0427 5.4972 0.213
Cl -3.4254 6.3759 -2.6109 -0.026
C -1.9918 5.6987 -0.4174 -0.140
C -2.4552 5.2955 -1.6532 -0.094
H -1.9752 -2.1397 -1.8306 0.185
H 5.2425 -5.3631 -3.3071 0.187
C 2.3676 -2.2888 4.2183 0.308
S 2.0064 1.2461 -0.8423 -0.203
C 3.3692 -4.3547 -3.5260 -0.326
C -2.1592 4.0093 -2.1256 -0.194
N 2.8833 -3.2510 4.5797 -0.348
C 1.8818 0.0751 4.6215 -0.111
N -2.1140 0.4498 0.3047 -0.536
C 2.5872 -3.0983 -1.6066 -0.216
C -1.2346 4.7943 0.3479 -0.134
C 1.2160 1.2248 4.2510 -0.280
H 0.7420 -2.6591 -3.0161 0.501
Cl -2.3229 7.2961 0.1837 -0.030
C 4.5073 -4.7240 -2.8297 -0.209
N -0.3729 -1.0975 -0.9996 -0.345
O 1.8427 -1.8392 0.2800 -0.763
Ru 0.0062 0.7229 -0.0495 1.097
C -4.0192 -0.6175 -0.7416 -0.227
C 0.9012 -1.0022 2.7125 0.139
C -2.9543 1.2942 0.9011 0.089
H -5.9311 0.1664 -0.2327 0.192
C -0.9106 3.5218 -0.0996 0.246
C -1.3830 3.0876 -1.3992 0.376
O -1.1153 1.9080 -1.8104 -0.732
C 4.7037 -4.2836 -1.5255 -0.291
H 5.5946 -4.5670 -0.9780 0.192
Cl -2.7805 3.4755 -3.6587 -0.024
H 3.2092 -4.6769 -4.5480 0.200
C 1.5981 -2.2317 -0.8853 0.589
C 2.3986 -3.5457 -2.9298 0.427
H -0.0934 2.0924 2.7700 0.247
H -2.4980 2.0419 1.5411 0.204
```

## Properties
ΔE to the lowest compared entry with this formula, charge and spin = 23.6 kcal per mole
2S+1 = 6
LUMO energy (alpha / beta) = 4.23 / 4.15 eV
E_HOMO (alpha / beta) = -0.01521 / -0.05876 hartree
Charge = -2